Computed, not measured: a molecular structure, C35H39FNO6PtTe in a non-equilibrium geometry, with the ωB97M-V functional and the def2-TZVPD basis.

Properties
* LUMO level (spin up / spin down): 4.00 / 4.00 eV
* charge: -2
* multiplicity: 2
* HOMO level (spin up / spin down): -1.7 / -1.8 eV
* energy above the lowest of the compared OMol25 structures with the same formula, charge and spin: 1.898 eV
* max |F|: 2.3 eV/Å

Each line ends with the Löwdin spin population.
CARTESIAN COORDINATES (ANGSTROEM)
C  -4.85158  -1.87875  2.43732  0.000
H  -0.93921  2.48191  -0.55680  -0.001
H  2.37272  -2.53336  -0.63633  0.000
C  -4.15811  -0.53066  0.11887  -0.001
C  0.94593  -4.53496  -3.45081  0.000
C  1.66424  -4.69670  -5.85763  0.000
H  1.17982  5.05593  2.46592  0.000
C  -4.45340  -1.88088  0.05750  0.000
O  -0.86387  3.87756  5.63072  0.003
C  -0.69951  1.91748  -1.46285  -0.001
C  -4.80466  -2.53117  1.22075  -0.002
C  -1.26038  -0.73133  2.48312  0.011
H  3.10623  3.70547  2.19292  0.000
C  -4.19988  0.18368  1.32368  0.000
C  -0.77722  4.71890  1.74237  0.005
H  1.69202  -4.07956  -6.75673  0.000
H  -5.10331  -2.43102  3.33374  0.000
C  2.58521  2.78754  1.91814  0.000
C  1.12571  -3.91862  -4.68283  0.000
H  5.05637  2.47069  -1.07428  0.000
C  3.27213  0.45754  -0.86129  0.000
H  -0.84461  -4.67509  -0.86211  0.000
H  -4.56078  -0.00372  3.42491  0.000
C  0.15231  -2.46502  -2.44395  0.000
H  2.67857  -5.05061  -5.65533  0.000
O  0.42107  1.91828  1.91714  0.001
O  -1.88338  2.96399  3.86049  0.048
H  1.81622  -1.87863  0.90552  0.000
C  1.76339  2.12958  -1.62292  0.000
H  0.88951  -2.08793  -5.75865  0.000
H  1.18563  -5.59261  -3.35360  0.000
C  0.89491  0.01526  -0.84785  0.000
H  0.35033  1.17624  3.85708  0.000
C  2.35812  1.85069  3.13099  0.000
F  -5.12840  -3.85176  1.16718  0.000
H  4.61559  2.32389  -2.77478  0.000
O  -0.94432  5.94193  1.76811  0.007
H  0.67235  -4.08256  -0.21406  0.000
H  -0.96950  -2.33796  3.85201  0.002
O  -1.74786  -0.04971  3.44523  0.134
C  0.83464  1.96608  3.28455  -0.001
H  -1.46012  1.14467  -1.55809  0.000
H  -0.30300  -0.21186  -4.95500  0.000
O  -1.51197  3.87744  1.12963  0.065
C  0.45774  -3.83519  -2.35075  0.000
C  0.46398  3.39777  3.72419  0.000
H  3.13540  2.29387  1.11588  0.000
C  0.66922  1.31813  -1.32121  0.000
C  -4.55809  -0.53024  2.47893  -0.001
C  -0.87851  3.43920  4.47164  0.003
H  0.14640  -2.37177  2.45782  0.000
H  1.04527  -5.57351  -6.06421  0.000
H  3.95137  3.64323  -1.80253  0.000
H  0.77609  0.24594  -3.62807  0.000
H  1.20189  3.78627  4.42456  0.000
N  -1.08383  -0.18683  1.31204  0.020
C  0.22583  -4.59676  -1.06502  0.000
C  3.06737  1.71293  -1.41566  0.000
H  -4.40180  -2.43093  -0.87312  0.000
C  2.20918  -0.39002  -0.57162  0.000
H  -0.90422  -0.13762  -3.28095  0.000
H  0.63948  -5.60646  -1.12894  0.000
H  -3.94939  2.13954  0.44807  -0.001
C  1.12958  3.08795  1.48251  -0.001
H  1.58215  3.12807  -2.01165  0.000
H  -4.31738  2.13817  2.22264  -0.001
H  0.99906  3.23560  0.41363  0.000
H  -0.75714  2.60224  -2.31188  0.000
C  4.23567  2.59038  -1.78442  0.000
C  0.78628  -2.57992  -4.79311  0.000
H  2.90620  2.13931  4.02808  0.000
C  2.50529  -1.71584  0.07639  0.000
Te  -0.71220  -1.36112  -0.55137  -0.001
C  0.30668  -1.85657  -3.69858  0.000
H  -1.54254  -2.85575  2.24734  0.000
H  2.61582  0.82184  2.87175  0.000
H  4.28420  0.13426  -0.63220  0.000
C  -0.87650  -2.17462  2.77931  0.003
H  3.53111  -1.74318  0.45079  0.000
Pt  -1.80641  1.79437  1.92457  0.732
C  0.53789  4.18129  2.37698  -0.001
C  -3.86925  1.60225  1.38942  -0.022
H  -3.86539  -0.00981  -0.78482  0.000
C  -0.05443  -0.40673  -3.90848  0.000

Cartesian forces (eV/Å) of the 3 atoms listed first:
C -0.1 -0.2 0.0
H 0.0 0.1 -0.1
H 0.0 0.0 0.0